Record 1
{
  "formula": "C21H20BF32O10P",
  "method": "ωB97M-V/def2-TZVPD",
  "smiles": "FC(F)C(F)(F)COC(F)(F)C(F)F.FC(F)C(F)(F)COC(F)(F)C(F)F.FC(F)C(F)(F)COC(F)(F)C(F)F.FC(F)C(F)(F)COC(F)(F)C(F)F.O=[PH2]OC(=O)OB(O)O",
  "total_charge": 0,
  "homo_lumo_gap_ha": 0.4200,
  "species": ["O", "P", "O", "C", "O", "O", "B", "O", "O", "H", "H", "H", "H", "C", "C", "C", "F", "F", "F", "F", "O", "C", "C", "F", "F", "F", "F", "H", "H", "H", "H", "C", "C", "C", "F", "F", "F", "F", "O", "C", "C", "F", "F", "F", "F", "H", "H", "H", "H", "C", "C", "C", "F", "F", "F", "F", "O", "C", "C", "F", "F", "F", "F", "H", "H", "H", "H", "C", "C", "C", "F", "F", "F", "F", "O", "C", "C", "F", "F", "F", "F", "H", "H", "H", "H"],
  "positions_angstrom": [[-0.407, -1.331, -1.725], [0.510, -0.207, -1.739], [0.408, 0.673, -0.365], [0.545, 2.020, -0.482], [-0.164, 2.732, -1.181], [1.522, 2.457, 0.286], [1.874, 3.799, -0.006], [2.693, 3.992, -1.064], [1.514, 4.839, 0.770], [0.294, 0.692, -2.786], [1.832, -0.659, -1.798], [2.423, 4.791, -1.529], [0.569, 4.816, 0.976], [-0.735, 8.972, -0.115], [-0.634, 7.480, 0.241], [-1.881, 6.609, 0.095], [-2.879, 7.008, 0.900], [-1.540, 5.337, 0.449], [-0.116, 7.336, 1.478], [0.263, 6.939, -0.634], [-0.903, 9.909, 0.932], [-2.142, 10.254, 1.420], [-2.305, 9.868, 2.893], [-2.110, 8.547, 3.070], [-3.562, 10.172, 3.285], [-3.145, 9.768, 0.661], [-2.223, 11.599, 1.371], [0.248, 9.218, -0.514], [-1.440, 9.144, -0.928], [-2.228, 6.599, -0.942], [-1.589, 10.420, 3.506], [-1.352, -4.999, 0.591], [-0.772, -4.752, -0.814], [-1.642, -4.008, -1.833], [-2.781, -4.691, -2.106], [-0.950, -3.907, -2.993], [-0.337, -5.929, -1.339], [0.328, -3.981, -0.625], [-1.916, -6.270, 0.881], [-3.231, -6.578, 0.634], [-3.351, -7.678, -0.421], [-2.742, -7.285, -1.555], [-4.655, -7.909, -0.690], [-3.967, -5.496, 0.316], [-3.742, -7.082, 1.779], [-0.486, -4.959, 1.247], [-2.005, -4.185, 0.905], [-1.889, -3.009, -1.483], [-2.889, -8.601, -0.062], [2.827, 3.566, 3.942], [3.615, 4.754, 4.517], [5.058, 4.513, 4.967], [5.131, 3.613, 5.967], [5.570, 5.682, 5.420], [2.909, 5.333, 5.511], [3.705, 5.664, 3.508], [1.926, 2.874, 4.792], [2.323, 1.839, 5.603], [2.126, 2.162, 7.087], [2.799, 3.274, 7.436], [2.596, 1.129, 7.823], [3.581, 1.434, 5.341], [1.508, 0.795, 5.335], [2.171, 4.010, 3.196], [3.473, 2.878, 3.396], [5.668, 4.171, 4.126], [1.064, 2.306, 7.299], [-1.457, -7.323, -4.800], [-1.324, -8.768, -4.288], [-0.145, -9.090, -3.369], [1.041, -8.902, -3.981], [-0.223, -10.396, -3.007], [-1.367, -9.633, -5.325], [-2.431, -8.986, -3.530], [-0.997, -7.017, -6.109], [0.301, -6.658, -6.369], [1.002, -7.665, -7.284], [0.989, -8.899, -6.749], [2.291, -7.283, -7.447], [1.009, -6.425, -5.247], [0.258, -5.494, -7.057], [-2.531, -7.163, -4.871], [-1.097, -6.601, -4.067], [-0.191, -8.476, -2.464], [0.506, -7.692, -8.257]],
  "forces_ev_per_angstrom": [[-0.8203, -0.6547, 0.0510], [-0.1547, -0.5032, 0.0242], [0.3944, 0.3419, -0.6680], [-1.0473, 1.0644, -0.6710], [1.1705, -1.2152, 1.0315], [-0.2414, -0.2237, 0.1572], [0.5266, 0.4541, -0.2331], [-0.1334, -0.4134, -0.5490], [-0.7338, 0.0266, 0.1338], [0.2431, 0.3290, 0.1613], [0.2175, 0.4727, 0.1043], [0.4673, 0.2551, 0.1222], [0.0914, 0.0834, 0.4600], [0.1943, 0.4332, -0.4852], [0.0963, 0.3211, 0.4741], [-0.1054, -0.2022, -0.1152], [0.0819, 0.0849, 0.0433], [-0.0067, 0.0429, 0.0107], [-0.0927, -0.0367, 0.0185], [-0.0441, 0.1043, -0.2876], [-0.2449, -0.5120, 0.4297], [0.1701, 0.0910, -0.4933], [0.0020, 0.0016, 0.2750], [-0.0449, -0.0356, -0.1012], [0.0308, -0.0008, -0.0292], [0.1344, -0.1005, 0.1194], [-0.0589, 0.0955, -0.0060], [0.0594, -0.0513, 0.0214], [-0.1972, -0.1596, 0.0898], [0.0086, -0.0142, 0.0239], [-0.0085, 0.0143, -0.0491], [0.0660, 0.1479, 0.5800], [-0.0768, -0.5148, 0.0499], [0.0409, 0.1501, -0.2503], [0.0459, -0.0974, 0.1519], [0.0034, -0.1146, 0.0572], [-0.1164, 0.0260, -0.0712], [0.0249, 0.1477, 0.0281], [-0.1012, -0.0818, -0.6043], [0.1840, 0.3315, 0.3771], [-0.0870, -0.2420, -0.0559], [-0.0098, 0.0843, -0.0462], [0.0488, 0.0639, 0.0269], [0.1536, -0.0804, -0.0977], [-0.0659, -0.0137, 0.0416], [0.0601, -0.0125, -0.0298], [-0.1603, 0.0175, -0.2415], [0.0414, 0.0513, 0.0474], [0.0073, 0.0532, 0.0245], [-0.2575, -0.2404, -0.5725], [-0.4542, -0.0637, 0.3668], [0.2752, 0.1480, -0.0443], [-0.1398, -0.0212, -0.0296], [-0.0558, -0.0612, -0.0241], [0.0806, -0.0632, 0.0338], [0.1258, -0.0242, -0.1774], [0.3289, 0.2347, 0.5645], [0.0238, 0.0240, -0.5524], [-0.1034, 0.0262, 0.2502], [0.0935, -0.0150, -0.0673], [-0.0150, 0.0189, -0.0383], [-0.0731, 0.1475, 0.0789], [-0.0287, -0.1236, 0.0024], [0.0119, 0.1120, 0.0216], [0.2075, -0.0209, 0.1967], [-0.0346, -0.0356, 0.0132], [0.0141, -0.0273, -0.0461], [-0.3577, 0.5637, 0.1210], [0.1181, 0.1041, -0.5948], [0.0375, -0.1219, 0.2890], [-0.0702, 0.0585, -0.1119], [-0.0112, 0.0598, -0.0369], [0.1084, 0.0151, 0.0683], [-0.1225, -0.1388, 0.0910], [0.4287, -0.5820, -0.0104], [-0.3835, 0.2677, 0.3585], [0.0845, -0.1208, -0.2127], [0.0166, 0.0189, 0.1089], [-0.0359, 0.0037, 0.0051], [-0.0661, -0.1671, -0.0815], [0.0583, 0.1036, -0.0527], [-0.0400, -0.0535, -0.0066], [0.2243, -0.1225, 0.0655], [0.0048, 0.0444, -0.0587], [-0.0066, 0.0432, 0.0316]]
}

---

Record 2
{
  "formula": "C21H20Br2MnN6O2S",
  "method": "ωB97M-V/def2-TZVPD",
  "s_squared": 0.84,
  "e_above_lowest_kcal_mol": 18.8,
  "total_charge": 0,
  "multiplicity": 2,
  "homo_lumo_gap_ha": [0.2660, 0.2681],
  "species": ["Mn", "O", "C", "N", "C", "C", "C", "C", "C", "C", "N", "C", "O", "C", "C", "C", "C", "C", "N", "C", "C", "C", "C", "C", "N", "H", "H", "H", "H", "H", "H", "H", "H", "H", "H", "H", "H", "Br", "C", "Br", "H", "H", "C", "N", "C", "N", "S", "H", "H", "H", "H", "H", "H"],
  "positions_angstrom": [[-0.038, 1.064, 0.033], [0.977, 0.487, 2.095], [-0.139, -0.149, 1.996], [-1.269, 0.398, 2.285], [-2.437, -0.283, 1.889], [-3.219, -0.913, 2.847], [-4.390, -1.561, 2.492], [-4.781, -1.555, 1.163], [-4.018, -0.913, 0.198], [-2.825, -0.255, 0.537], [-2.002, 0.463, -0.364], [-2.279, 0.453, -1.677], [-3.150, -0.146, -2.313], [-1.372, 1.361, -2.463], [-1.697, 1.718, -3.763], [-0.898, 2.632, -4.421], [0.200, 3.164, -3.756], [0.468, 2.736, -2.473], [-0.292, 1.835, -1.841], [-0.031, -1.409, 1.158], [-0.157, -2.733, 1.529], [0.016, -3.697, 0.547], [0.300, -3.309, -0.755], [0.396, -1.957, -1.043], [0.238, -1.035, -0.101], [-2.887, -0.877, 3.877], [-4.990, -2.057, 3.244], [-5.696, -2.051, 0.863], [-4.340, -0.919, -0.828], [-2.575, 1.270, -4.203], [-1.129, 2.940, -5.433], [0.844, 3.896, -4.222], [1.321, 3.118, -1.928], [-0.404, -2.993, 2.549], [-0.082, -4.747, 0.792], [0.428, -4.038, -1.542], [0.600, -1.595, -2.043], [2.260, 3.578, 3.154], [1.749, 3.899, 1.337], [-0.109, 3.495, 0.976], [2.339, 3.255, 0.696], [1.877, 4.952, 1.125], [4.026, -1.479, 1.866], [3.229, -0.484, 1.183], [3.522, 0.005, -0.002], [4.653, -0.404, -0.614], [2.513, 1.118, -0.819], [3.512, -1.752, 2.783], [5.012, -1.092, 2.137], [4.150, -2.380, 1.258], [2.317, -0.176, 1.596], [5.359, -0.923, -0.122], [4.899, 0.042, -1.480]],
  "forces_ev_per_angstrom": [[0.7256, -0.4305, -0.4958], [0.0619, 0.0226, 0.0196], [-0.3245, 0.1211, 0.0366], [0.0683, -0.1171, 0.2064], [0.0392, 0.0281, 0.0250], [-0.0242, -0.0123, 0.0193], [0.0150, 0.0061, 0.0069], [0.0153, 0.0104, -0.0135], [-0.0124, -0.0277, 0.0075], [-0.0369, -0.0067, -0.0740], [-0.0189, 0.0724, 0.1231], [-0.0648, -0.0326, 0.0107], [0.0141, 0.0297, 0.0074], [-0.0085, 0.0432, -0.0428], [0.0027, -0.0023, -0.0143], [-0.0022, -0.0027, 0.0043], [-0.0010, 0.0045, -0.0063], [0.0396, -0.0101, -0.0075], [-0.0869, 0.0369, 0.0918], [0.0073, 0.0152, -0.1127], [0.0076, -0.0024, 0.0133], [0.0068, -0.0071, -0.0206], [0.0013, 0.0008, 0.0127], [0.0126, 0.0059, 0.0034], [-0.1625, 0.1518, 0.0772], [0.0027, 0.0034, -0.0043], [0.0019, 0.0012, -0.0011], [0.0021, 0.0022, -0.0055], [-0.0016, 0.0007, 0.0046], [-0.0006, 0.0043, -0.0021], [-0.0004, -0.0014, -0.0004], [-0.0011, -0.0033, 0.0014], [-0.0141, 0.0032, -0.0040], [-0.0025, 0.0013, -0.0011], [-0.0004, 0.0020, 0.0001], [-0.0007, 0.0005, 0.0022], [-0.0044, 0.0008, -0.0005], [-0.0059, 0.0162, 0.0201], [0.0214, -0.0193, 0.0454], [-0.1971, -0.0183, -0.0242], [0.0017, 0.0050, -0.0134], [0.0307, -0.0034, -0.0108], [0.0072, 0.0201, -0.0176], [0.0187, -0.1133, -0.1141], [0.0016, -0.0787, 0.0929], [-0.0006, 0.0532, -0.0221], [-0.1405, 0.0797, 0.0652], [0.0028, 0.0007, 0.0033], [0.0037, -0.0018, 0.0027], [0.0013, -0.0071, 0.0029], [-0.0072, 0.1636, 0.1039], [0.0002, -0.0057, -0.0024], [0.0065, -0.0034, 0.0011]]
}

---

Record 3
{
  "formula": "C21H20BrF3N6OSW",
  "method": "ωB97M-V/def2-TZVPD",
  "s_squared": 2.01,
  "e_above_lowest_kcal_mol": 0.0,
  "total_charge": 2,
  "multiplicity": 3,
  "homo_lumo_gap_ha": [0.2813, 0.2810],
  "species": ["W", "S", "C", "C", "C", "C", "C", "N", "H", "H", "H", "H", "Br", "C", "C", "C", "N", "C", "C", "H", "H", "H", "H", "C", "N", "C", "C", "C", "N", "C", "O", "N", "H", "H", "H", "H", "H", "H", "H", "C", "C", "C", "N", "C", "C", "H", "H", "H", "H", "H", "F", "C", "F", "F"],
  "positions_angstrom": [[0.088, -0.051, 0.451], [-1.739, 0.979, -0.884], [-2.600, -0.433, -0.338], [-3.960, -0.674, -0.438], [-4.446, -1.855, 0.091], [-3.564, -2.746, 0.702], [-2.232, -2.418, 0.785], [-1.747, -1.280, 0.263], [-4.603, 0.055, -0.912], [-5.503, -2.082, 0.041], [-3.913, -3.676, 1.124], [-1.532, -3.065, 1.295], [1.816, 6.613, 0.262], [1.388, 4.798, 0.292], [1.470, 4.060, 1.467], [1.119, 2.729, 1.450], [0.686, 2.091, 0.348], [0.636, 2.812, -0.789], [0.975, 4.142, -0.863], [1.794, 4.514, 2.392], [1.181, 2.162, 2.367], [0.307, 2.302, -1.684], [0.906, 4.662, -1.808], [1.385, -4.511, 1.954], [1.316, -4.020, 0.573], [1.601, -4.806, -0.500], [1.507, -4.331, -1.761], [1.093, -2.982, -1.941], [0.854, -2.207, -0.874], [0.956, -2.721, 0.358], [0.699, -1.972, 1.345], [0.930, -2.462, -3.151], [1.765, -5.527, 1.953], [0.397, -4.493, 2.411], [2.038, -3.870, 2.541], [1.900, -5.823, -0.288], [1.720, -4.961, -2.612], [1.074, -3.020, -3.975], [0.558, -1.534, -3.266], [4.978, -0.336, 0.284], [4.357, -0.413, 1.522], [2.989, -0.240, 1.604], [2.239, 0.020, 0.521], [2.849, 0.127, -0.673], [4.203, -0.058, -0.836], [6.046, -0.482, 0.194], [4.927, -0.609, 2.419], [2.469, -0.309, 2.549], [2.214, 0.373, -1.516], [4.650, 0.026, -1.817], [0.340, 0.422, 3.280], [-0.696, 0.352, 2.372], [-1.501, -0.618, 2.852], [-1.376, 1.507, 2.497]],
  "forces_ev_per_angstrom": [[-0.6372, -0.9876, -0.5452], [0.4714, -0.1385, 0.1865], [0.1123, -0.0595, -0.1510], [-0.0706, -0.1044, 0.0046], [0.1154, 0.0784, -0.0116], [-0.0032, -0.0214, -0.0330], [0.0964, -0.1804, 0.1215], [-0.2854, 0.2780, -0.0063], [0.0006, 0.0000, 0.0077], [0.0001, 0.0001, -0.0205], [0.0068, 0.0078, 0.0109], [0.0287, 0.0642, 0.0265], [-0.0158, -0.1411, 0.0036], [-0.0246, -0.0814, 0.0029], [0.0427, 0.1546, -0.0230], [0.0069, -0.0070, 0.1064], [-0.1265, 0.2436, -0.0313], [0.0374, -0.0544, -0.0971], [0.0321, 0.1151, 0.0152], [-0.0112, -0.0041, -0.0071], [-0.0230, -0.0317, -0.0456], [-0.0192, -0.0192, 0.0181], [-0.0062, -0.0076, 0.0032], [-0.0185, 0.0071, 0.2419], [-0.0402, 0.3028, 0.0676], [-0.0041, 0.0646, -0.2139], [0.0276, -0.0919, -0.0882], [-0.0783, -0.0216, 0.1544], [-0.0962, 0.2047, 0.0602], [0.1542, -0.3616, -0.2866], [-0.3077, 0.5504, -0.1673], [0.0462, 0.0280, -0.0237], [0.0164, -0.0023, -0.0627], [-0.0123, -0.0173, -0.0637], [0.0481, -0.0280, -0.0422], [-0.0208, 0.0000, 0.0471], [0.0132, -0.0337, 0.0483], [-0.0044, -0.0091, -0.0369], [-0.0337, 0.0160, 0.0278], [-0.1439, 0.0048, 0.0380], [0.0984, 0.0086, -0.0592], [-0.0176, 0.0235, 0.1285], [0.7030, -0.1821, -0.1268], [0.0285, 0.0550, 0.0193], [0.1318, 0.0593, 0.0316], [0.0036, 0.0128, -0.0098], [-0.0404, 0.0079, 0.0208], [-0.0420, -0.0259, -0.0227], [0.0196, -0.0204, -0.0351], [-0.0425, 0.0181, -0.0087], [0.0599, -0.0173, 0.0396], [-0.2450, 0.2840, 0.7497], [0.0435, 0.0618, 0.0007], [0.0256, -0.0016, 0.0365]]
}